(1)
Below is 3 unconnected molecules or ions with the total composition C17H42BrN5O6PS, with properties calculated with the ωB97M-V functional and the def2-TZVPD basis.

## Properties
net charge	-1
HOMO energy	-4.6	eV
orbital gap	6.482	eV

Last column: Löwdin charge in e.
Positions of all 73 atoms, in Å:
C 0.81 4.18 -2.22  -0.06
C 1.83 3.09 -2.61  -0.37
O 1.92 2.14 -1.59  -0.36
P 3.17 1.04 -1.16  0.56
O 4.21 -0.27 -0.72  -0.33
C 3.65 2.04 0.41  -0.26
C 2.85 1.48 1.59  -0.26
C 1.38 1.96 1.63  -0.18
C 0.35 0.81 1.66  -0.19
N -0.41 0.82 0.40  0.04
C -1.68 1.33 0.42  -0.57
N -2.14 2.09 1.34  0.12
N -2.49 1.02 -0.74  0.08
C 4.57 1.81 -2.29  -0.68
Br 4.34 1.74 -4.25  0.74
C 5.10 3.17 -1.81  -0.35
C 5.98 3.93 -2.82  -0.17
S 2.43 -0.46 -2.81  0.51
C 1.40 -1.56 -1.80  -0.20
O 3.46 -1.33 -3.35  -0.45
O 1.48 0.12 -3.76  -0.45
H 0.47 4.02 -1.19  0.06
H 1.26 5.18 -2.27  0.06
H -0.04 4.20 -2.90  0.06
H 2.75 3.59 -2.91  0.06
H 1.46 2.63 -3.53  0.08
H 2.15 0.39 -0.41  0.02
H 4.97 0.01 -0.22  0.03
H 4.70 1.93 0.67  0.07
H 3.36 3.09 0.31  0.08
H 3.35 1.82 2.50  0.09
H 2.93 0.39 1.61  0.09
H 1.26 2.51 2.57  0.10
H 1.15 2.59 0.78  0.09
H 0.86 -0.15 1.72  0.11
H -0.30 0.87 2.53  0.09
H -0.39 -0.07 -0.07  0.09
H -3.09 2.33 1.10  0.03
H -2.23 1.70 -1.45  0.08
H -2.18 0.14 -1.14  0.06
H 5.40 1.13 -2.16  0.05
H 4.29 3.85 -1.55  0.09
H 5.74 2.98 -0.96  0.09
H 6.77 3.30 -3.23  0.06
H 6.43 4.77 -2.29  0.06
H 5.38 4.36 -3.62  0.04
H 1.86 -1.73 -0.83  0.04
H 1.27 -2.47 -2.38  0.05
H 0.46 -1.04 -1.66  0.02
C -3.12 -1.95 5.65  -0.02
C -2.22 -1.25 4.66  -0.56
O -1.17 -0.73 5.00  0.02
N -2.62 -1.24 3.37  0.02
C -3.82 -1.81 2.78  -0.07
H -2.67 -1.87 6.64  0.08
H -4.11 -1.47 5.68  0.08
H -3.25 -3.00 5.40  0.08
H -1.99 -0.76 2.75  0.12
H -3.55 -2.54 2.03  0.05
H -4.41 -1.02 2.31  0.08
H -4.43 -2.30 3.54  0.07
C -6.43 -5.48 0.72  -0.01
C -5.03 -4.91 0.65  -0.54
O -4.42 -4.59 1.65  0.02
N -4.48 -4.76 -0.58  0.01
C -5.05 -5.07 -1.87  -0.08
H -6.73 -5.53 1.76  0.08
H -7.14 -4.84 0.19  0.08
H -6.47 -6.48 0.29  0.08
H -3.54 -4.38 -0.56  0.14
H -4.44 -5.81 -2.39  0.08
H -5.11 -4.18 -2.49  0.08
H -6.06 -5.47 -1.75  0.07

***

(2)
Below is 5 unconnected molecules or ions with the total composition C17H42ClNO3S, with properties calculated with the ωB97M-V functional and the def2-TZVPD basis.

## Properties
net charge	0
HOMO energy	-7.8	eV
orbital gap	7.728	eV
relative energy (zero: lowest compared OMol25 entry of this formula, charge and spin)	0.0	kcal/mol

Last column: natural (NBO) charge in e.
Positions of all 65 atoms, in Å:
C 2.10 4.32 0.71  -0.61
C 1.73 3.41 -0.48  -0.41
C 2.07 1.99 -0.13  -0.40
C 1.41 1.05 -1.19  -0.20
N 1.99 -0.35 -1.23  -0.21
C 1.99 -1.09 0.02  -0.24
C 3.34 -1.05 0.73  -0.39
C 4.14 -0.99 -0.54  -0.41
C 3.47 -0.30 -1.67  -0.25
C 1.32 -1.17 -2.32  -0.24
C 1.18 -0.49 -3.69  -0.43
C 0.41 -1.35 -4.65  -0.64
H 3.16 4.28 1.04  0.20
H 1.49 4.01 1.56  0.21
H 2.01 5.38 0.68  0.22
H 2.31 3.67 -1.36  0.20
H 0.67 3.49 -0.55  0.22
H 1.77 1.87 0.88  0.23
H 3.22 1.79 -0.10  0.19
H 1.56 1.58 -2.06  0.21
H 0.44 0.87 -1.03  0.25
H 1.76 -2.04 -0.22  0.22
H 1.11 -0.81 0.54  0.28
H 3.38 -1.80 1.32  0.22
H 3.44 -0.14 1.29  0.21
H 4.37 -1.94 -0.72  0.21
H 5.28 -0.57 -0.38  0.22
H 3.89 -0.82 -2.64  0.26
H 3.89 0.81 -1.56  0.24
H 0.26 -1.36 -1.97  0.27
H 1.70 -2.24 -2.70  0.25
H 2.10 -0.12 -4.06  0.20
H 0.60 0.40 -3.52  0.21
H 0.23 -0.86 -5.60  0.23
H -0.67 -1.24 -4.38  0.25
H 0.81 -2.43 -4.79  0.21
Cl -1.74 -0.77 0.53  -0.93
C -3.59 -0.51 -3.67  -0.62
C -3.78 -1.63 -2.76  -0.08
O -2.54 -2.11 -2.29  -0.77
H -4.62 -0.04 -3.79  0.21
H -3.29 -0.75 -4.68  0.19
H -2.84 0.33 -3.44  0.20
H -4.23 -2.31 -3.46  0.17
H -4.58 -1.44 -1.94  0.17
H -2.37 -1.68 -1.41  0.51
C 0.73 0.87 4.72  -0.59
C 0.44 0.17 3.40  -0.09
O -0.82 0.88 3.08  -0.75
H 1.61 0.62 5.01  0.18
H 0.21 0.25 5.59  0.21
H 0.79 2.06 4.61  0.21
H 0.40 -0.78 3.93  0.18
H 1.23 0.29 2.52  0.14
H -1.24 0.59 2.34  0.49
C -5.36 -0.92 2.71  -0.75
S -4.31 0.03 3.79  1.18
O -5.17 0.23 5.11  -0.99
C -3.12 -1.31 4.27  -0.80
H -5.67 -1.98 3.15  0.21
H -5.05 -1.09 1.89  0.19
H -6.22 -0.30 2.69  0.23
H -2.49 -1.41 3.27  0.26
H -3.86 -2.19 4.62  0.24
H -2.47 -0.88 4.97  0.23

***

(3)
Below is a molecular structure, C17H42N2O6Zn, with properties calculated with the ωB97M-V functional and the def2-TZVPD basis.

## Properties
net charge	0
HOMO energy	-7.5	eV
orbital gap	7.913	eV
relative energy (zero: lowest compared OMol25 entry of this formula, charge and spin)	0.0	kcal/mol

Last column: natural (NBO) charge in e.
Positions of all 68 atoms, in Å:
Zn -0.06 0.99 1.26  1.76
C -1.91 4.64 -0.19  -0.63
C -1.01 3.51 -0.71  -0.01
O -0.91 2.49 0.20  -1.09
H -1.60 5.03 0.78  0.21
H -2.93 4.25 -0.08  0.19
H -2.02 5.47 -0.89  0.19
H 0.00 3.88 -0.89  0.12
H -1.38 3.08 -1.64  0.11
C 1.58 -0.70 4.76  -0.64
C 1.29 0.78 4.42  0.13
C 2.54 1.53 4.63  -0.62
O 0.64 1.10 3.22  -1.06
H 2.33 -1.24 4.18  0.18
H 0.63 -1.20 4.58  0.19
H 1.70 -0.84 5.84  0.20
H 0.75 1.05 5.32  0.12
H 3.21 1.38 3.79  0.18
H 3.17 1.32 5.49  0.20
H 2.36 2.61 4.71  0.20
C 2.45 -3.69 -4.18  -0.25
O 1.11 -3.42 -3.98  -0.54
C 0.69 -3.47 -2.68  -0.08
C -0.41 -2.50 -2.46  -0.24
N -0.03 -1.05 -2.85  -0.67
C -1.08 -0.15 -3.17  -0.24
C -2.10 0.04 -2.06  -0.08
O -3.00 -1.12 -1.85  -0.59
C -4.41 -1.00 -2.03  -0.25
H 2.62 -4.01 -5.21  0.20
H 2.96 -4.46 -3.59  0.17
H 2.93 -2.72 -4.01  0.17
H 1.49 -3.17 -2.00  0.15
H 0.58 -4.51 -2.36  0.19
H -0.65 -2.52 -1.40  0.18
H -1.32 -2.67 -3.04  0.20
H 0.77 -1.14 -3.46  0.38
H -1.61 -0.52 -4.05  0.17
H -0.61 0.81 -3.37  0.22
H -2.62 0.98 -2.24  0.20
H -1.64 0.18 -1.08  0.20
H -4.82 -0.19 -1.43  0.17
H -5.01 -1.90 -1.90  0.20
H -4.65 -0.75 -3.07  0.17
C -2.90 0.51 1.98  -0.24
O -1.63 -0.08 1.74  -0.63
C -1.55 -1.39 1.20  -0.09
C -0.06 -1.75 1.10  -0.27
N 0.55 -0.67 0.24  -0.79
C 2.05 -0.63 0.42  -0.26
C 2.62 0.67 -0.24  -0.07
O 1.99 1.77 0.41  -0.58
C 2.69 3.00 0.36  -0.26
H -2.79 1.59 2.12  0.24
H -3.28 -0.08 2.81  0.18
H -3.52 0.41 1.09  0.18
H -2.16 -1.48 0.30  0.21
H -2.05 -2.12 1.83  0.18
H 0.10 -2.74 0.67  0.20
H 0.24 -1.83 2.14  0.25
H 0.42 -0.86 -0.74  0.43
H 2.46 -1.58 0.06  0.19
H 2.32 -0.55 1.47  0.24
H 2.43 0.80 -1.30  0.18
H 3.69 0.86 -0.10  0.19
H 2.07 3.72 0.90  0.22
H 2.69 3.23 -0.71  0.18
H 3.61 3.00 0.94  0.18

***

(4)
Below is a molecular structure, C17H43AlNO8Si, with properties calculated with the ωB97M-V functional and the def2-TZVPD basis.

## Properties
net charge	-1
HOMO energy	-5.1	eV
orbital gap	7.602	eV
relative energy (zero: lowest compared OMol25 entry of this formula, charge and spin)	48.0	kcal/mol

Last column: Löwdin charge in e.
Positions of all 71 atoms, in Å:
C 5.23 0.79 4.64  -0.23
Si 4.86 1.78 2.98  0.56
C 6.09 3.26 2.71  -0.24
C 4.96 0.46 1.56  -0.23
C 3.02 2.40 3.19  -0.60
N 2.95 3.31 4.40  0.01
C 2.31 3.20 1.95  -0.23
O 0.85 3.03 2.14  -0.36
Al 0.46 1.44 3.10  0.23
O 2.30 1.11 3.33  -0.36
H 5.68 1.56 5.40  0.03
H 5.94 -0.13 4.47  0.03
H 4.20 0.34 5.04  0.06
H 5.84 4.09 3.51  0.04
H 7.19 2.85 2.83  0.04
H 5.89 3.74 1.66  0.04
H 5.93 -0.20 1.66  0.03
H 4.87 0.93 0.47  0.04
H 4.01 -0.23 1.70  0.05
H 1.95 3.55 4.62  0.07
H 3.37 2.87 5.25  0.06
H 2.70 2.85 0.89  0.11
H 2.48 4.36 1.98  0.11
H -0.05 1.57 4.61  -0.10
H -0.01 0.18 2.24  -0.09
C -1.71 -7.26 -0.21  -0.11
O -1.59 -5.87 -0.49  -0.20
C -2.86 -5.21 -0.49  -0.19
C -2.67 -3.70 -0.40  -0.19
O -2.45 -3.25 0.94  -0.14
C -1.15 -3.51 1.48  -0.16
C -0.07 -2.58 0.92  -0.20
O 0.38 -3.05 -0.35  -0.21
C 1.11 -2.06 -1.05  -0.09
H -2.35 -7.75 -0.95  0.08
H -0.72 -7.71 -0.25  0.09
H -2.12 -7.41 0.79  0.08
H -3.47 -5.56 0.35  0.13
H -3.36 -5.46 -1.44  0.12
H -3.60 -3.22 -0.72  0.12
H -1.88 -3.34 -1.07  0.12
H -0.88 -4.57 1.37  0.12
H -1.24 -3.32 2.56  0.13
H 0.79 -2.57 1.60  0.13
H -0.48 -1.57 0.83  0.08
H 0.48 -1.20 -1.27  0.07
H 1.45 -2.49 -2.00  0.09
H 1.99 -1.75 -0.48  0.09
C -4.57 4.61 -4.05  -0.11
O -4.12 3.27 -3.91  -0.21
C -3.56 2.77 -5.12  -0.20
C -2.74 1.50 -4.85  -0.17
O -1.42 1.79 -4.37  -0.14
C -1.34 2.23 -3.01  -0.16
C -1.53 1.08 -2.01  -0.18
O -2.92 0.81 -1.82  -0.20
C -3.13 -0.43 -1.17  -0.11
H -5.33 4.68 -4.83  0.08
H -5.01 4.92 -3.10  0.09
H -3.73 5.27 -4.27  0.08
H -2.92 3.53 -5.59  0.12
H -4.39 2.53 -5.80  0.12
H -2.60 0.98 -5.80  0.12
H -3.26 0.82 -4.17  0.12
H -2.02 3.06 -2.81  0.12
H -0.32 2.62 -2.89  0.13
H -1.11 1.37 -1.04  0.13
H -1.01 0.19 -2.37  0.11
H -2.76 -1.25 -1.79  0.07
H -4.21 -0.57 -1.03  0.09
H -2.65 -0.45 -0.19  0.09

***

(5)
Below is a molecular structure, C17H44BCoN3O3, with properties calculated with the ωB97M-V functional and the def2-TZVPD basis.

## Properties
net charge	0
HOMO energy (spin up / spin down)	-5.9 / -5.9	eV
multiplicity	4
orbital gap (spin up / spin down)	6.178 / 6.131	eV
relative energy (zero: lowest compared OMol25 entry of this formula, charge and spin)	0.0	kcal/mol
⟨S²⟩	3.757

Last column: natural (NBO) charge in e.
Positions of all 69 atoms, in Å:
Co -1.40 0.01 0.25  1.50
B -2.13 -1.18 2.03  -0.83
H -1.26 -0.57 2.59  -0.03
H -2.95 -0.37 1.63  -0.04
H -1.72 -1.84 1.11  -0.01
H -2.67 -1.93 2.79  0.04
C 2.30 -2.74 1.69  -0.65
C 2.37 -1.20 1.58  0.10
C 3.84 -0.77 1.73  -0.39
C 4.68 -1.08 0.52  -0.41
C 4.04 -0.50 -0.75  -0.38
C 2.56 -0.82 -0.92  0.10
N 1.85 -0.67 0.34  -0.21
O 0.46 -0.89 0.18  -0.87
C 2.42 -2.22 -1.54  -0.64
C 2.00 0.21 -1.89  -0.58
C 1.66 -0.66 2.81  -0.60
H 2.52 -3.12 2.69  0.20
H 3.00 -3.28 1.05  0.20
H 1.26 -3.03 1.49  0.24
H 4.28 -1.26 2.61  0.20
H 3.88 0.31 1.91  0.20
H 4.92 -2.14 0.40  0.20
H 5.65 -0.58 0.59  0.20
H 4.58 -0.95 -1.59  0.20
H 4.22 0.58 -0.81  0.20
H 1.38 -2.54 -1.56  0.22
H 3.02 -2.94 -0.98  0.21
H 2.80 -2.23 -2.57  0.19
H 1.88 1.18 -1.41  0.20
H 1.03 -0.08 -2.28  0.19
H 2.67 0.34 -2.75  0.19
H 0.64 -1.02 2.89  0.25
H 1.62 0.43 2.84  0.17
H 2.16 -0.99 3.72  0.21
C -1.28 3.43 2.99  -0.63
C -1.72 2.24 2.15  -0.09
C -2.84 2.61 1.19  -0.06
O -3.05 1.56 0.28  -0.58
C -4.29 1.60 -0.40  -0.24
N -0.61 1.68 1.34  -0.88
H -2.02 3.69 3.75  0.22
H -1.12 4.33 2.38  0.20
H -0.33 3.22 3.48  0.22
H -2.08 1.45 2.80  0.25
H -2.58 3.53 0.65  0.16
H -3.73 2.84 1.79  0.19
H -4.27 0.85 -1.19  0.19
H -4.38 2.55 -0.94  0.18
H -5.12 1.39 0.27  0.19
H -0.12 2.48 0.94  0.36
H 0.12 1.25 1.91  0.42
C -2.20 -1.85 -3.70  -0.63
C -1.60 -1.11 -2.51  -0.09
C -1.33 0.34 -2.85  -0.07
O -1.07 1.06 -1.65  -0.57
C -0.88 2.43 -1.93  -0.24
N -2.40 -1.29 -1.28  -0.85
H -3.19 -1.45 -3.95  0.20
H -2.33 -2.91 -3.48  0.22
H -1.59 -1.79 -4.60  0.22
H -0.60 -1.54 -2.33  0.23
H -2.29 0.76 -3.22  0.16
H -0.55 0.45 -3.60  0.20
H -1.75 2.87 -2.43  0.17
H -0.02 2.56 -2.59  0.19
H -0.68 2.93 -0.99  0.19
H -2.26 -2.29 -1.09  0.40
H -3.38 -1.35 -1.56  0.37

***

(6)
Below is 3 unconnected molecules or ions with the total composition C17H44BO9P2, with properties calculated with the ωB97M-V functional and the def2-TZVPD basis.

## Properties
net charge	-1
HOMO energy	-4.6	eV
orbital gap	4.038	eV

Last column: Löwdin charge in e.
Positions of all 73 atoms, in Å:
C -0.22 8.10 -0.18  -0.11
C -0.29 6.80 -1.04  -0.26
C -0.98 7.02 -2.40  -0.24
C -2.52 7.01 -2.33  -0.21
C -3.14 5.58 -2.26  -0.20
C -3.99 5.30 -0.99  -0.25
C -3.27 4.46 0.11  -0.24
B -3.40 2.82 -0.08  -0.51
C -2.12 2.22 -0.98  -0.23
C -1.53 0.91 -0.36  -0.22
C -0.20 1.08 0.40  -0.23
O 0.97 1.03 -0.43  -0.25
C 1.21 2.29 -1.05  -0.12
H -1.14 8.68 -0.31  0.06
H -0.23 7.77 0.87  0.07
H 0.68 8.70 -0.39  0.06
H 0.72 6.36 -1.13  0.10
H -0.87 6.08 -0.44  0.08
H -0.63 8.00 -2.80  0.10
H -0.61 6.27 -3.12  0.10
H -2.86 7.65 -1.50  0.10
H -2.88 7.48 -3.26  0.09
H -2.38 4.80 -2.42  0.10
H -3.82 5.49 -3.12  0.09
H -4.40 6.22 -0.54  0.09
H -4.88 4.72 -1.31  0.08
H -3.71 4.76 1.08  0.06
H -2.19 4.68 0.19  0.05
H -4.47 2.48 -0.54  0.03
H -3.25 2.34 1.04  0.04
H -2.55 1.93 -1.96  0.07
H -1.37 3.00 -1.19  0.05
H -1.35 0.18 -1.17  0.10
H -2.26 0.49 0.35  0.09
H -0.10 0.21 1.07  0.11
H -0.18 1.96 1.07  0.12
H 2.28 2.48 -1.22  0.08
H 0.77 3.12 -0.48  0.08
H 0.71 2.29 -2.03  0.09
C 2.56 -1.37 -0.58  -0.11
O 2.67 -2.17 0.61  -0.30
P 4.22 -2.49 1.19  0.68
O 4.92 -1.22 0.80  -0.25
O 4.42 -3.69 0.08  -0.29
C 3.38 -4.66 -0.08  -0.11
O 5.43 -3.09 2.19  -0.28
C 6.58 -3.67 1.58  -0.13
H 1.55 -1.51 -0.97  0.10
H 2.69 -0.32 -0.35  0.07
H 3.28 -1.69 -1.33  0.09
H 2.83 -4.44 -0.99  0.09
H 2.69 -4.67 0.76  0.07
H 3.84 -5.65 -0.18  0.08
H 6.89 -3.10 0.70  0.09
H 6.38 -4.70 1.30  0.08
H 7.38 -3.66 2.32  0.09
C -2.94 -7.79 0.69  -0.12
O -1.98 -6.77 0.44  -0.30
P -0.37 -7.15 0.72  0.68
O -0.38 -8.61 0.35  -0.25
O -0.55 -6.92 2.34  -0.29
C -1.20 -5.72 2.80  -0.10
O 1.31 -6.98 0.80  -0.29
C 1.99 -7.50 1.93  -0.12
H -3.92 -7.30 0.75  0.09
H -2.96 -8.51 -0.13  0.08
H -2.74 -8.29 1.64  0.09
H -2.21 -5.96 3.11  0.09
H -1.23 -4.95 2.04  0.09
H -0.65 -5.35 3.67  0.09
H 1.58 -8.46 2.24  0.09
H 1.95 -6.79 2.76  0.09
H 3.03 -7.63 1.64  0.09

***

What did the sixth record say?
Below is 3 unconnected molecules or ions with the total composition C17H44BO9P2, with properties calculated with the ωB97M-V functional and the def2-TZVPD basis.

## Properties
net charge	-1
HOMO energy	-4.6	eV
orbital gap	4.038	eV

Last column: Löwdin charge in e.
Positions of all 73 atoms, in Å:
C -0.22 8.10 -0.18  -0.11
C -0.29 6.80 -1.04  -0.26
C -0.98 7.02 -2.40  -0.24
C -2.52 7.01 -2.33  -0.21
C -3.14 5.58 -2.26  -0.20
C -3.99 5.30 -0.99  -0.25
C -3.27 4.46 0.11  -0.24
B -3.40 2.82 -0.08  -0.51
C -2.12 2.22 -0.98  -0.23
C -1.53 0.91 -0.36  -0.22
C -0.20 1.08 0.40  -0.23
O 0.97 1.03 -0.43  -0.25
C 1.21 2.29 -1.05  -0.12
H -1.14 8.68 -0.31  0.06
H -0.23 7.77 0.87  0.07
H 0.68 8.70 -0.39  0.06
H 0.72 6.36 -1.13  0.10
H -0.87 6.08 -0.44  0.08
H -0.63 8.00 -2.80  0.10
H -0.61 6.27 -3.12  0.10
H -2.86 7.65 -1.50  0.10
H -2.88 7.48 -3.26  0.09
H -2.38 4.80 -2.42  0.10
H -3.82 5.49 -3.12  0.09
H -4.40 6.22 -0.54  0.09
H -4.88 4.72 -1.31  0.08
H -3.71 4.76 1.08  0.06
H -2.19 4.68 0.19  0.05
H -4.47 2.48 -0.54  0.03
H -3.25 2.34 1.04  0.04
H -2.55 1.93 -1.96  0.07
H -1.37 3.00 -1.19  0.05
H -1.35 0.18 -1.17  0.10
H -2.26 0.49 0.35  0.09
H -0.10 0.21 1.07  0.11
H -0.18 1.96 1.07  0.12
H 2.28 2.48 -1.22  0.08
H 0.77 3.12 -0.48  0.08
H 0.71 2.29 -2.03  0.09
C 2.56 -1.37 -0.58  -0.11
O 2.67 -2.17 0.61  -0.30
P 4.22 -2.49 1.19  0.68
O 4.92 -1.22 0.80  -0.25
O 4.42 -3.69 0.08  -0.29
C 3.38 -4.66 -0.08  -0.11
O 5.43 -3.09 2.19  -0.28
C 6.58 -3.67 1.58  -0.13
H 1.55 -1.51 -0.97  0.10
H 2.69 -0.32 -0.35  0.07
H 3.28 -1.69 -1.33  0.09
H 2.83 -4.44 -0.99  0.09
H 2.69 -4.67 0.76  0.07
H 3.84 -5.65 -0.18  0.08
H 6.89 -3.10 0.70  0.09
H 6.38 -4.70 1.30  0.08
H 7.38 -3.66 2.32  0.09
C -2.94 -7.79 0.69  -0.12
O -1.98 -6.77 0.44  -0.30
P -0.37 -7.15 0.72  0.68
O -0.38 -8.61 0.35  -0.25
O -0.55 -6.92 2.34  -0.29
C -1.20 -5.72 2.80  -0.10
O 1.31 -6.98 0.80  -0.29
C 1.99 -7.50 1.93  -0.12
H -3.92 -7.30 0.75  0.09
H -2.96 -8.51 -0.13  0.08
H -2.74 -8.29 1.64  0.09
H -2.21 -5.96 3.11  0.09
H -1.23 -4.95 2.04  0.09
H -0.65 -5.35 3.67  0.09
H 1.58 -8.46 2.24  0.09
H 1.95 -6.79 2.76  0.09
H 3.03 -7.63 1.64  0.09